Below is 10 unconnected molecules or ions with the total composition H20O10 at a distorted geometry, with properties calculated with the ωB97M-V functional and the def2-TZVPD basis.

Positions of all 30 atoms, in Å:
O  1.94  -0.12  -0.09
H  2.68  0.45  0.14
H  1.89  -0.08  -1.04
O  1.53  -2.81  0.24
H  1.60  -1.86  0.33
H  0.79  -3.05  0.79
O  1.67  2.59  1.43
H  1.95  3.16  0.71
H  1.77  1.71  1.07
O  0.51  1.72  -1.99
H  -0.33  1.94  -2.41
H  1.07  2.48  -2.17
O  -0.85  -0.28  -0.10
H  -1.53  0.37  0.08
H  -0.05  0.22  -0.17
O  2.20  -0.18  -2.81
H  1.77  0.61  -2.48
H  1.50  -0.67  -3.23
O  -0.91  -2.87  1.57
H  -0.92  -2.06  1.07
H  -1.82  -3.02  1.83
O  -1.99  -2.55  -1.21
H  -1.33  -1.97  -0.84
H  -2.78  -2.02  -1.27
O  -1.26  0.72  2.66
H  -1.99  0.14  2.45
H  -0.57  0.15  2.98
O  -2.27  2.21  0.49
H  -1.97  1.91  1.35
H  -2.31  3.16  0.57

SMILES: O.O.O.O.O.O.O.O.O.O
Charge: 0
Maximum force, eV/Å: 1.3
Lowest unoccupied orbital energy, Eh: -0.0127
HOMO energy, Ha: -0.37079
HOMO-LUMO gap, eV: 9.743
Relative energy (zero: lowest compared OMol25 entry of this formula, charge and spin), kcal/mol: 65.1

---

Below is a molecular structure, H20O10 at a distorted geometry, with properties calculated with the ωB97M-V functional and the def2-TZVPD basis.

Positions of all 30 atoms, in Å:
O  12.25  -16.40  15.91
H  11.71  -17.09  16.30
H  12.87  -16.16  16.59
O  13.56  -15.10  17.39
H  14.37  -14.72  17.06
H  12.87  -14.55  17.01
O  15.24  -14.07  14.63
H  15.54  -14.43  15.47
H  15.99  -14.15  14.05
O  14.11  -18.65  15.54
H  14.37  -17.80  15.90
H  14.24  -19.26  16.26
O  14.84  -16.65  15.99
H  13.99  -16.43  16.38
H  15.40  -15.91  16.20
O  16.04  -17.71  18.35
H  15.36  -17.34  17.78
H  16.00  -18.66  18.18
O  16.85  -16.06  15.18
H  17.69  -15.68  14.92
H  17.06  -16.62  15.92
O  15.53  -14.54  16.70
H  16.40  -14.36  17.06
H  15.05  -13.71  16.79
O  13.80  -16.62  13.75
H  14.00  -17.25  14.45
H  13.30  -17.13  13.11
O  15.76  -16.35  13.54
H  16.18  -16.19  14.38
H  14.84  -16.51  13.75

Charge: 0
Maximum force, eV/Å: 12.8
Lowest unoccupied orbital energy, Eh: -0.0224
HOMO energy, Ha: -0.26663
HOMO-LUMO gap, eV: 6.646
Relative energy (zero: lowest compared OMol25 entry of this formula, charge and spin), kcal/mol: 371.7

---

Below is 10 unconnected molecules or ions with the total composition H20O10 at a distorted geometry, with properties calculated with the ωB97M-V functional and the def2-TZVPD basis.

Positions of all 30 atoms, in Å:
O  0.31  0.14  -0.53
H  0.68  -0.29  0.25
H  -0.58  -0.21  -0.59
O  3.70  -1.53  -1.12
H  3.60  -0.76  -1.69
H  4.04  -1.16  -0.29
O  -1.67  1.29  1.73
H  -2.59  1.31  1.43
H  -1.71  0.78  2.55
O  -3.56  3.71  -0.81
H  -3.86  4.61  -0.99
H  -2.86  3.56  -1.45
O  -1.09  2.22  -1.54
H  -0.28  1.95  -1.09
H  -1.66  1.45  -1.49
O  5.22  2.21  0.64
H  4.42  1.96  1.12
H  4.97  3.02  0.17
O  -1.68  -1.80  0.35
H  -1.81  -1.18  1.08
H  -1.13  -2.49  0.73
O  0.92  -2.11  -1.55
H  1.09  -2.04  -2.50
H  1.17  -1.25  -1.20
O  -2.83  -3.80  -0.04
H  -3.10  -4.51  -0.63
H  -1.90  -3.99  0.15
O  0.50  -0.66  2.31
H  0.36  -0.07  3.07
H  1.34  -0.36  1.94

SMILES: O.O.O.O.O.O.O.O.O.O
Charge: 0
Maximum force, eV/Å: 1.3
Lowest unoccupied orbital energy, Eh: -0.0118
HOMO energy, Ha: -0.37787
HOMO-LUMO gap, eV: 9.962
Relative energy (zero: lowest compared OMol25 entry of this formula, charge and spin), kcal/mol: 97.6

---

Below is 10 unconnected molecules or ions with the total composition H20O10, with properties calculated with the ωB97M-V functional and the def2-TZVPD basis.

Positions of all 30 atoms, in Å:
O  0.80  0.92  4.39
H  1.60  0.88  4.92
H  0.72  0.04  4.03
O  -2.67  1.58  2.22
H  -1.96  1.49  1.59
H  -2.32  2.18  2.88
O  1.97  3.23  -3.69
H  1.55  3.09  -2.83
H  1.62  2.53  -4.24
O  4.22  -1.17  2.27
H  3.52  -1.16  1.61
H  4.44  -2.10  2.37
O  1.82  -0.93  -5.22
H  2.70  -0.69  -5.51
H  1.95  -1.28  -4.33
O  -3.34  -1.97  1.07
H  -4.06  -2.38  1.56
H  -3.22  -1.12  1.49
O  0.83  -0.76  0.00
H  0.68  0.10  -0.40
H  0.21  -1.34  -0.44
O  -0.32  2.81  -0.74
H  -0.79  2.22  -1.32
H  -0.83  3.62  -0.76
O  -2.03  0.89  -3.24
H  -2.56  1.54  -3.70
H  -2.36  0.05  -3.56
O  -0.96  -4.40  3.26
H  -1.06  -3.68  2.63
H  -0.14  -4.20  3.71

SMILES: O.O.O.O.O.O.O.O.O.O
Charge: 0
Maximum force, eV/Å: 0.5
Lowest unoccupied orbital energy, Eh: -0.0027
HOMO energy, Ha: -0.41826
HOMO-LUMO gap, eV: 11.307
Relative energy (zero: lowest compared OMol25 entry of this formula, charge and spin), kcal/mol: 74.3

---

Below is 10 unconnected molecules or ions with the total composition H20O10, with properties calculated with the ωB97M-V functional and the def2-TZVPD basis.

Positions of all 30 atoms, in Å:
O  -11.72  20.68  -16.79
H  -12.61  20.42  -16.58
H  -11.20  19.88  -16.69
O  -16.76  19.73  -14.63
H  -16.59  19.73  -13.68
H  -15.94  19.44  -15.02
O  -14.98  20.66  -17.69
H  -15.92  20.61  -17.83
H  -14.62  19.92  -18.19
O  -15.76  22.37  -15.70
H  -15.27  21.71  -16.18
H  -16.54  22.53  -16.23
O  -13.54  24.08  -14.78
H  -14.28  23.63  -15.20
H  -13.94  24.58  -14.07
O  -19.24  22.84  -17.39
H  -19.12  22.37  -16.57
H  -20.18  22.85  -17.54
O  -14.15  23.16  -18.61
H  -13.49  23.18  -19.30
H  -14.27  22.23  -18.42
O  -16.97  23.93  -13.65
H  -17.02  24.60  -14.33
H  -16.49  23.21  -14.06
O  -17.02  24.41  -19.60
H  -16.74  23.96  -18.81
H  -16.25  24.89  -19.90
O  -19.41  21.40  -15.08
H  -20.06  20.70  -15.04
H  -18.61  21.00  -14.72

SMILES: O.O.O.O.O.O.O.O.O.O
Charge: 0
Maximum force, eV/Å: 0.9
Lowest unoccupied orbital energy, Eh: -0.0185
HOMO energy, Ha: -0.39082
HOMO-LUMO gap, eV: 10.131
Relative energy (zero: lowest compared OMol25 entry of this formula, charge and spin), kcal/mol: 67.5

---

Below is 10 unconnected molecules or ions with the total composition H20O10 at a distorted geometry, with properties calculated with the ωB97M-V functional and the def2-TZVPD basis.

Positions of all 30 atoms, in Å:
O  -1.16  -0.70  -0.69
H  -0.45  -0.19  -0.23
H  -1.89  -0.15  -0.53
O  3.36  0.32  -0.23
H  4.03  0.39  -0.90
H  3.39  1.22  0.14
O  -5.30  1.57  -0.57
H  -5.81  2.37  -0.63
H  -5.16  1.38  0.42
O  -1.43  3.13  -0.19
H  -0.55  3.45  -0.02
H  -1.33  2.37  -0.65
O  2.06  -2.94  0.42
H  2.67  -3.10  1.12
H  1.29  -2.32  0.71
O  -4.67  -2.77  -1.06
H  -4.54  -3.02  -0.12
H  -4.60  -1.73  -1.10
O  3.02  3.30  0.05
H  3.36  4.00  -0.52
H  2.06  3.44  0.07
O  3.35  -2.35  -2.24
H  3.55  -1.64  -1.68
H  3.73  -2.02  -3.05
O  0.89  0.87  0.67
H  1.69  1.05  1.05
H  0.50  0.25  1.28
O  -0.37  -2.15  2.51
H  -0.43  -1.46  3.29
H  -1.25  -2.57  2.68

SMILES: O.O.O.O.O.O.O.O.O.O
Charge: 0
Maximum force, eV/Å: 5.1
Lowest unoccupied orbital energy, Eh: -0.0046
HOMO energy, Ha: -0.38326
HOMO-LUMO gap, eV: 10.304
Relative energy (zero: lowest compared OMol25 entry of this formula, charge and spin), kcal/mol: 109.2

---

Question: What is the HOMO energy in the fifth record?
Answer: -0.39082 Ha

---

Question: The lowest HOMO energy belongs to which entry?
Answer: number 4

---

What did the second record say?
Below is a molecular structure, H20O10 at a distorted geometry, with properties calculated with the ωB97M-V functional and the def2-TZVPD basis.

Positions of all 30 atoms, in Å:
O  12.25  -16.40  15.91
H  11.71  -17.09  16.30
H  12.87  -16.16  16.59
O  13.56  -15.10  17.39
H  14.37  -14.72  17.06
H  12.87  -14.55  17.01
O  15.24  -14.07  14.63
H  15.54  -14.43  15.47
H  15.99  -14.15  14.05
O  14.11  -18.65  15.54
H  14.37  -17.80  15.90
H  14.24  -19.26  16.26
O  14.84  -16.65  15.99
H  13.99  -16.43  16.38
H  15.40  -15.91  16.20
O  16.04  -17.71  18.35
H  15.36  -17.34  17.78
H  16.00  -18.66  18.18
O  16.85  -16.06  15.18
H  17.69  -15.68  14.92
H  17.06  -16.62  15.92
O  15.53  -14.54  16.70
H  16.40  -14.36  17.06
H  15.05  -13.71  16.79
O  13.80  -16.62  13.75
H  14.00  -17.25  14.45
H  13.30  -17.13  13.11
O  15.76  -16.35  13.54
H  16.18  -16.19  14.38
H  14.84  -16.51  13.75

Charge: 0
Maximum force, eV/Å: 12.8
Lowest unoccupied orbital energy, Eh: -0.0224
HOMO energy, Ha: -0.26663
HOMO-LUMO gap, eV: 6.646
Relative energy (zero: lowest compared OMol25 entry of this formula, charge and spin), kcal/mol: 371.7

---

Question: The lowest relative energy (zero: lowest compared OMol25 entry of this formula, charge and spin) belongs to which entry?
Answer: number 1